Here is a structure of composition C28H52N3O6S2Si at a distorted geometry from the Open Molecules 2025 dataset. Energies are from the ωB97M-V functional and the def2-TZVPD basis.

Computed properties:
<S²>	2.01
HOMO energy (alpha / beta)	-5.5 / -5.5	eV
electronic energy	-2799.63997	Eh
LUMO (alpha / beta)	1.885 / 1.574	eV
strongest force on any atom	0.0375	hartree/bohr
HOMO-LUMO gap (alpha / beta)	0.2728 / 0.2613	Ha

Geometry as ORCA input:
```
! wB97M-V def2-TZVPD RIJCOSX def2/J DEFGRID3
* xyz -1 3
C 6.704 1.723 1.191
Si 6.425 3.291 2.184
C 6.045 2.785 3.938
C 8.028 4.282 2.198
S 4.837 4.418 1.165
O 3.996 3.496 0.422
O 5.592 5.312 0.293
N 4.029 5.378 2.185
S 3.219 4.679 3.360
O 3.681 5.091 4.673
O 3.080 3.242 3.230
C 1.542 5.382 3.217
C 0.569 4.273 2.940
C 0.095 3.459 3.970
C -0.743 2.396 3.674
C -1.091 2.135 2.351
C -0.634 2.961 1.330
C 0.193 4.034 1.625
H 7.200 1.928 0.248
H 7.346 1.072 1.784
H 5.773 1.189 1.033
H 5.935 3.619 4.621
H 6.922 2.224 4.276
H 5.202 2.112 4.021
H 8.605 3.928 3.047
H 8.563 4.068 1.280
H 7.829 5.343 2.286
H 1.514 6.138 2.444
H 1.309 5.816 4.182
H 0.435 3.681 4.969
H -1.092 1.761 4.472
H -1.703 1.270 2.151
H -0.883 2.741 0.306
H 0.555 4.641 0.811
C 2.037 0.616 -3.317
C 1.867 0.689 -1.778
C 3.108 0.131 -1.079
C 3.221 -1.391 -1.153
C 1.935 -2.054 -0.662
C 0.683 -1.539 -1.373
N 0.631 -0.048 -1.356
O 0.257 0.370 -0.196
C 0.652 -2.074 -2.817
C -0.562 -2.107 -0.703
C 1.741 2.168 -1.424
H 2.755 -0.143 -3.631
H 1.087 0.415 -3.815
H 2.395 1.567 -3.709
H 3.091 0.430 -0.027
H 3.995 0.594 -1.513
H 3.451 -1.714 -2.174
H 4.058 -1.721 -0.535
H 1.998 -3.138 -0.793
H 1.838 -1.875 0.413
H -0.178 -1.636 -3.374
H 0.509 -3.155 -2.804
H 1.570 -1.891 -3.371
H -0.589 -1.887 0.363
H -0.578 -3.192 -0.812
H -1.470 -1.713 -1.157
H 0.844 2.601 -1.875
H 2.610 2.703 -1.803
H 1.707 2.336 -0.350
C -6.296 -4.054 0.625
C -5.535 -2.968 -0.178
C -6.527 -2.054 -0.901
C -7.195 -2.704 -2.111
C -6.147 -3.284 -3.059
C -5.171 -4.233 -2.365
N -4.588 -3.602 -1.144
O -3.668 -2.762 -1.478
C -5.889 -5.549 -2.015
C -4.054 -4.616 -3.329
C -4.758 -2.144 0.843
H -7.299 -4.242 0.241
H -5.751 -4.997 0.634
H -6.411 -3.754 1.665
H -6.004 -1.153 -1.237
H -7.286 -1.724 -0.188
H -7.896 -3.482 -1.793
H -7.791 -1.958 -2.640
H -6.637 -3.814 -3.879
H -5.589 -2.458 -3.513
H -5.240 -6.199 -1.426
H -6.148 -6.080 -2.931
H -6.818 -5.409 -1.467
H -3.544 -3.744 -3.734
H -4.475 -5.171 -4.167
H -3.313 -5.249 -2.838
H -4.013 -2.756 1.355
H -5.451 -1.754 1.588
H -4.250 -1.295 0.391
*
```

Atom-resolved charges from Löwdin, all expressed in e:
1 C -0.19
2 Si 0.49
3 C -0.20
4 C -0.18
5 S 0.40
6 O -0.39
7 O -0.41
8 N -0.36
9 S 0.48
10 O -0.36
11 O -0.34
12 C -0.18
13 C -0.28
14 C -0.05
15 C -0.09
16 C -0.10
17 C -0.09
18 C -0.04
19 H 0.03
20 H 0.03
21 H 0.02
22 H 0.03
23 H 0.03
24 H 0.03
25 H 0.02
26 H 0.02
27 H 0.03
28 H 0.09
29 H 0.09
30 H 0.11
31 H 0.09
32 H 0.09
33 H 0.09
34 H 0.12
35 C -0.03
36 C -0.47
37 C -0.13
38 C -0.17
39 C -0.14
40 C -0.49
41 N -0.08
42 O -0.02
43 C -0.04
44 C -0.05
45 C -0.05
46 H 0.07
47 H 0.08
48 H 0.08
49 H 0.13
50 H 0.13
51 H 0.10
52 H 0.11
53 H 0.12
54 H 0.13
55 H 0.09
56 H 0.08
57 H 0.06
58 H 0.08
59 H 0.08
60 H 0.07
61 H 0.09
62 H 0.08
63 H 0.06
64 C -0.03
65 C -0.48
66 C -0.14
67 C -0.18
68 C -0.13
69 C -0.50
70 N -0.08
71 O -0.02
72 C -0.04
73 C -0.04
74 C -0.04
75 H 0.07
76 H 0.08
77 H 0.08
78 H 0.13
79 H 0.13
80 H 0.10
81 H 0.11
82 H 0.12
83 H 0.13
84 H 0.09
85 H 0.08
86 H 0.06
87 H 0.08
88 H 0.08
89 H 0.09
90 H 0.10
91 H 0.09
92 H 0.08

---

Here is a cluster of 2 separate species, C28H52N3O9S3 in total at a distorted geometry from the Open Molecules 2025 dataset. Energies are from the ωB97M-V functional and the def2-TZVPD basis.

Computed properties:
HOMO energy	-11.2	eV
electronic energy	-3133.76848	Eh
LUMO	-2.392	eV
strongest force on any atom	0.0508	hartree/bohr
HOMO-LUMO gap	0.3234	Ha

Geometry as ORCA input:
```
! wB97M-V def2-TZVPD RIJCOSX def2/J DEFGRID3
* xyz 1 1
C -2.278 -4.377 1.520
C -1.902 -2.937 1.817
O -1.750 -2.563 2.965
O -1.739 -2.062 0.767
C -3.011 -1.645 0.243
C -2.819 -0.916 -1.100
C -4.144 -0.237 -1.425
C -5.323 -1.255 -1.594
C -6.004 -1.158 -2.987
C -5.649 -2.334 -3.918
S -7.035 -3.258 -4.595
O -6.983 -4.578 -4.040
O -6.913 -3.267 -6.009
O -8.378 -2.545 -4.140
C -2.428 -2.007 -2.121
O -2.734 -1.552 -3.452
S -1.546 -0.472 -3.841
O -1.723 -0.273 -5.237
O -2.022 0.964 -3.202
C -1.562 1.235 -1.854
C -0.173 1.882 -1.880
C 1.038 0.922 -1.999
C 1.894 1.236 -3.253
C 2.645 0.008 -3.763
S 1.658 -0.999 -4.900
C 1.435 -2.487 -4.051
N 0.337 -2.992 -3.719
N 0.568 -4.166 -3.044
C 1.834 -4.286 -3.017
O 2.464 -3.308 -3.626
C -1.654 0.067 -0.861
H -2.804 -4.758 2.383
H -2.962 -4.468 0.682
H -1.363 -4.930 1.332
H -3.500 -0.935 0.916
H -3.656 -2.516 0.145
H -4.447 0.429 -0.618
H -4.122 0.337 -2.342
H -6.061 -1.067 -0.820
H -4.988 -2.283 -1.502
H -5.767 -0.224 -3.487
H -7.073 -1.133 -2.792
H -5.130 -1.930 -4.779
H -4.983 -3.066 -3.479
H -8.952 -3.272 -3.849
H -2.943 -2.933 -1.891
H -1.363 -2.233 -2.091
H -2.229 2.008 -1.483
H -0.118 2.629 -2.665
H -0.057 2.417 -0.935
H 0.774 -0.132 -2.065
H 1.683 1.030 -1.127
H 2.634 1.988 -2.982
H 1.240 1.611 -4.038
H 3.510 0.354 -4.323
H 3.041 -0.618 -2.966
H 2.279 -5.128 -2.521
H -0.738 -0.505 -0.758
H -1.833 0.511 0.122
C 6.697 2.617 3.687
C 6.006 1.523 2.875
C 4.885 2.042 1.970
C 3.715 2.728 2.654
N 2.791 1.856 3.489
C 1.346 2.205 3.181
C 1.059 1.509 1.865
C 1.862 0.206 1.932
C 2.818 0.382 3.111
C 3.086 2.005 4.969
C 2.510 3.233 5.661
C 3.094 4.596 5.287
H 6.033 3.055 4.436
H 7.555 2.207 4.216
H 7.054 3.420 3.040
H 5.645 0.745 3.554
H 6.751 1.046 2.236
H 4.530 1.244 1.312
H 5.323 2.785 1.297
H 3.098 3.203 1.893
H 4.082 3.523 3.295
H 0.739 1.789 3.984
H 1.233 3.285 3.140
H 1.396 2.115 1.023
H -0.006 1.334 1.724
H 2.395 0.025 0.999
H 1.217 -0.655 2.098
H 3.828 0.046 2.918
H 2.439 -0.170 3.968
H 4.168 1.947 5.084
H 2.658 1.129 5.456
H 2.683 3.082 6.729
H 1.425 3.265 5.549
H 4.184 4.589 5.338
H 2.740 5.352 5.986
H 2.787 4.918 4.291
*
```

Atom-resolved charges from Löwdin, all expressed in e:
1 C 0.03
2 C -0.49
3 O 0.11
4 O -0.03
5 C -0.13
6 C -0.39
7 C -0.11
8 C -0.15
9 C -0.18
10 C -0.20
11 S 0.59
12 O -0.30
13 O -0.27
14 O -0.15
15 C -0.18
16 O -0.28
17 S 0.90
18 O -0.35
19 O -0.27
20 C -0.33
21 C -0.13
22 C -0.19
23 C -0.25
24 C -0.45
25 S 1.03
26 C -0.68
27 N 0.04
28 N 0.08
29 C -0.21
30 O 0.06
31 C -0.09
32 H 0.09
33 H 0.08
34 H 0.10
35 H 0.15
36 H 0.12
37 H 0.13
38 H 0.10
39 H 0.11
40 H 0.09
41 H 0.12
42 H 0.09
43 H 0.10
44 H 0.09
45 H 0.10
46 H 0.13
47 H 0.09
48 H 0.15
49 H 0.12
50 H 0.10
51 H 0.08
52 H 0.09
53 H 0.11
54 H 0.11
55 H 0.07
56 H 0.09
57 H 0.14
58 H 0.11
59 H 0.13
60 C -0.09
61 C -0.25
62 C -0.17
63 C -0.09
64 N -0.18
65 C -0.09
66 C -0.14
67 C -0.12
68 C -0.08
69 C -0.11
70 C -0.21
71 C -0.09
72 H 0.05
73 H 0.08
74 H 0.09
75 H 0.10
76 H 0.12
77 H 0.11
78 H 0.13
79 H 0.13
80 H 0.10
81 H 0.15
82 H 0.14
83 H 0.10
84 H 0.12
85 H 0.11
86 H 0.12
87 H 0.11
88 H 0.13
89 H 0.13
90 H 0.13
91 H 0.13
92 H 0.11
93 H 0.08
94 H 0.09
95 H 0.07

---

Here is a cluster of 23 separate species, C28H53Cl44F3NO in total at a distorted geometry from the Open Molecules 2025 dataset. Energies are from the ωB97M-V functional and the def2-TZVPD basis.

Computed properties:
HOMO energy	-11.8	eV
electronic energy	-21776.45459	Eh
LUMO	-3.663	eV
strongest force on any atom	0.0381	hartree/bohr
HOMO-LUMO gap	0.3004	Ha

Geometry as ORCA input:
```
! wB97M-V def2-TZVPD RIJCOSX def2/J DEFGRID3
* xyz 1 1
F -3.542 -1.979 -1.463
C -3.765 -3.101 -2.162
F -4.966 -3.063 -2.622
F -3.706 -4.098 -1.265
O -2.901 -3.264 -3.155
C -1.566 -2.735 -3.036
C -0.645 -3.416 -2.035
C -0.660 -4.956 -1.888
C 0.025 -5.133 -0.578
N 0.088 -4.029 0.073
C -0.693 -2.945 -0.568
H -1.152 -2.868 -4.044
H -1.631 -1.653 -2.843
H 0.369 -3.199 -2.415
H -0.051 -5.445 -2.666
H -1.650 -5.440 -1.898
H 0.475 -6.048 -0.188
H 0.602 -3.918 0.947
H -0.339 -1.934 -0.343
H -1.705 -3.043 -0.153
C -0.767 0.089 2.932
Cl -0.114 -1.536 2.587
Cl 0.488 1.318 2.911
H -1.507 0.321 2.175
H -1.205 0.054 3.922
C 3.612 -0.258 4.642
Cl 4.136 -1.891 4.209
Cl 4.953 0.890 4.712
H 2.920 0.088 3.884
H 3.142 -0.291 5.617
C 3.851 -2.903 -0.138
Cl 3.273 -3.650 1.361
Cl 2.835 -3.367 -1.511
H 3.801 -1.826 -0.024
H 4.863 -3.239 -0.332
C -5.566 -0.590 -5.514
Cl -5.333 1.010 -4.789
Cl -4.880 -0.671 -7.140
H -5.062 -1.325 -4.895
H -6.628 -0.791 -5.587
C -2.891 4.024 -4.809
Cl -4.247 4.003 -3.671
Cl -1.450 4.789 -4.132
H -2.646 2.997 -5.056
H -3.196 4.581 -5.686
C -7.031 0.298 -1.342
Cl -8.598 -0.411 -0.925
Cl -6.683 1.772 -0.433
H -6.267 -0.427 -1.108
H -7.034 0.540 -2.398
C -2.729 -3.306 -8.059
Cl -2.779 -3.629 -6.315
Cl -1.655 -4.415 -8.911
H -3.733 -3.424 -8.445
H -2.365 -2.295 -8.198
C 2.464 -3.052 -5.482
Cl 1.266 -4.236 -4.890
Cl 2.471 -1.576 -4.521
H 3.442 -3.512 -5.426
H 2.199 -2.799 -6.501
C 1.453 2.202 -6.458
Cl 3.145 1.741 -6.259
Cl 0.349 1.123 -5.584
H 1.325 3.206 -6.069
H 1.208 2.151 -7.512
C 7.730 0.995 7.289
Cl 9.113 -0.106 7.356
Cl 6.524 0.633 8.528
H 8.089 2.006 7.442
H 7.262 0.882 6.319
C 5.837 -5.537 3.696
Cl 4.102 -5.809 3.920
Cl 6.461 -6.353 2.259
H 5.997 -4.472 3.576
H 6.353 -5.920 4.567
C 8.685 -3.061 9.778
Cl 9.066 -2.753 11.474
Cl 9.243 -4.650 9.232
H 7.609 -3.023 9.659
H 9.171 -2.305 9.175
C 4.463 5.093 -8.120
Cl 2.696 5.060 -8.265
Cl 5.196 3.552 -8.563
H 4.840 5.859 -8.788
H 4.711 5.304 -7.088
C 1.236 4.289 5.044
Cl 2.662 3.249 5.184
Cl -0.001 3.898 6.241
H 1.541 5.318 5.193
H 0.806 4.145 4.059
C -1.887 7.389 6.147
Cl -0.136 7.608 6.295
Cl -2.494 7.888 4.563
H -2.109 6.336 6.279
H -2.374 7.988 6.904
C 1.562 10.911 7.130
Cl 3.319 11.046 7.279
Cl 0.971 11.428 5.547
H 1.287 9.872 7.268
H 1.109 11.544 7.883
C -4.293 6.842 9.427
Cl -2.555 7.052 9.690
Cl -4.804 7.358 7.814
H -4.525 5.789 9.529
H -4.824 7.440 10.157
C -9.476 -3.577 1.002
Cl -8.967 -3.392 2.684
Cl -10.791 -4.744 0.814
H -9.818 -2.615 0.641
H -8.627 -3.928 0.428
C -5.938 5.307 4.549
Cl -4.542 4.509 5.299
Cl -7.171 5.773 5.724
H -5.583 6.202 4.052
H -6.381 4.608 3.850
C 6.280 -2.087 -6.301
Cl 5.991 -2.799 -4.701
Cl 5.217 -2.755 -7.551
H 6.100 -1.021 -6.236
H 7.303 -2.298 -6.581
C -11.295 -6.898 -2.267
Cl -12.977 -6.493 -2.621
Cl -10.910 -8.588 -2.618
H -10.660 -6.272 -2.883
H -11.116 -6.720 -1.214
C 10.167 -0.797 -7.164
Cl 9.860 -1.490 -5.564
Cl 9.096 -1.474 -8.400
H 9.992 0.270 -7.111
H 11.190 -1.019 -7.442
*
```

Results of the Löwdin charge analysis, in e, for atoms 1 through 99:
1 F 0.16
2 C -0.78
3 F 0.23
4 F 0.16
5 O 0.02
6 C -0.10
7 C -0.27
8 C -0.07
9 C 0.02
10 N 0.10
11 C -0.10
12 H 0.08
13 H 0.15
14 H 0.06
15 H 0.11
16 H 0.14
17 H 0.17
18 H 0.10
19 H 0.12
20 H 0.13
21 C -0.97
22 Cl 0.52
23 Cl 0.56
24 H 0.03
25 H 0.03
26 C -1.02
27 Cl 0.50
28 Cl 0.52
29 H -0.03
30 H 0.03
31 C -0.94
32 Cl 0.50
33 Cl 0.57
34 H 0.04
35 H 0.04
36 C -1.00
37 Cl 0.51
38 Cl 0.54
39 H 0.00
40 H 0.03
41 C -1.03
42 Cl 0.48
43 Cl 0.50
44 H 0.00
45 H 0.03
46 C -1.03
47 Cl 0.53
48 Cl 0.52
49 H 0.01
50 H -0.01
51 C -1.04
52 Cl 0.53
53 Cl 0.53
54 H 0.02
55 H 0.01
56 C -1.00
57 Cl 0.55
58 Cl 0.48
59 H -0.04
60 H 0.03
61 C -1.03
62 Cl 0.49
63 Cl 0.48
64 H 0.01
65 H 0.02
66 C -1.02
67 Cl 0.53
68 Cl 0.50
69 H 0.03
70 H -0.03
71 C -1.02
72 Cl 0.47
73 Cl 0.51
74 H 0.01
75 H 0.03
76 C -1.04
77 Cl 0.51
78 Cl 0.49
79 H 0.02
80 H -0.03
81 C -1.01
82 Cl 0.51
83 Cl 0.49
84 H 0.03
85 H 0.03
86 C -1.03
87 Cl 0.50
88 Cl 0.51
89 H 0.00
90 H 0.00
91 C -1.07
92 Cl 0.53
93 Cl 0.51
94 H -0.02
95 H -0.05
96 C -1.04
97 Cl 0.50
98 Cl 0.50
99 H -0.03

---

Here is a structure of composition C28H53MnO2PSe2Si2 at a distorted geometry from the Open Molecules 2025 dataset. Energies are from the ωB97M-V functional and the def2-TZVPD basis.

Computed properties:
<S²>	6.27
HOMO energy (alpha / beta)	-10.5 / -10.7	eV
energy relative to the best compared isomer or geometry (same formula, charge and spin)	13.80	kcal per mole
electronic energy	-8123.16088	Eh
LUMO (alpha / beta)	-3.934 / -2.117	eV
strongest force on any atom	0.0237	hartree/bohr
HOMO-LUMO gap (alpha / beta)	0.2395 / 0.3156	Ha

Geometry as ORCA input:
```
! wB97M-V def2-TZVPD RIJCOSX def2/J DEFGRID3
* xyz 1 5
O -1.037 -2.307 -2.682
O -0.436 -5.026 -1.592
C -2.514 -2.380 -3.060
C -2.901 -1.226 -3.946
H -3.023 -2.379 -2.098
H -2.615 -3.366 -3.516
H -2.676 -0.235 -3.515
H -3.986 -1.276 -4.084
H -2.444 -1.312 -4.943
C -0.008 -2.680 -3.756
C -0.497 -3.853 -4.541
H 0.897 -2.916 -3.194
H 0.123 -1.785 -4.371
H -0.596 -4.732 -3.902
H 0.232 -4.089 -5.326
H -1.438 -3.659 -5.052
C 0.891 -5.262 -1.130
C -1.487 -5.843 -1.089
C 1.720 -5.882 -2.231
H 0.897 -5.889 -0.226
H 1.297 -4.274 -0.867
H 1.333 -6.869 -2.500
H 2.752 -6.013 -1.902
H 1.724 -5.254 -3.128
C -1.585 -7.149 -1.849
H -2.399 -5.249 -1.226
H -1.356 -6.022 -0.011
H -1.610 -6.977 -2.933
H -2.498 -7.680 -1.566
H -0.734 -7.798 -1.615
H -0.865 -1.517 -2.052
Mn -0.125 0.042 -0.017
C -1.113 -1.858 0.018
Si -1.772 -2.372 1.714
H -2.023 -1.830 -0.596
H -0.494 -2.700 -0.359
C -3.475 -3.148 1.399
C -2.062 -1.101 3.059
C -0.584 -3.627 2.454
C 0.109 0.554 -1.983
Si 1.926 0.606 -2.501
H -0.344 1.563 -2.010
H -0.485 -0.027 -2.713
C 1.958 0.306 -4.370
C 2.991 -0.713 -1.672
C 2.705 2.298 -2.274
H -0.140 -4.266 1.678
H -1.096 -4.262 3.192
H 0.228 -3.088 2.965
H -4.108 -2.462 0.816
H -3.987 -3.336 2.355
H -3.409 -4.100 0.851
H -2.774 -0.319 2.748
H -1.127 -0.605 3.354
H -2.481 -1.605 3.950
H 3.421 -1.371 -2.441
H 2.461 -1.351 -0.953
H 3.826 -0.243 -1.132
H 3.718 2.296 -2.702
H 2.786 2.605 -1.221
H 2.120 3.064 -2.801
H 2.901 0.681 -4.790
H 1.134 0.848 -4.851
H 1.872 -0.753 -4.639
Se -1.626 1.681 1.208
P 0.290 2.712 1.698
Se 1.845 1.291 0.920
C 0.093 4.378 0.976
C -0.268 4.484 -0.384
C -0.693 5.706 -0.901
C -0.746 6.837 -0.080
C -0.375 6.743 1.266
C 0.020 5.514 1.804
C 0.816 2.981 3.405
C 2.022 3.683 3.609
C 2.557 3.771 4.896
C 1.904 3.144 5.966
C 0.722 2.428 5.752
C 0.172 2.338 4.470
H -0.241 3.593 -1.015
H -0.987 5.776 -1.951
H -1.079 7.791 -0.487
H -0.397 7.623 1.906
H 0.268 5.440 2.862
H 2.534 4.152 2.765
H 3.481 4.333 5.059
H 2.327 3.220 6.971
H 0.226 1.938 6.588
H -0.752 1.793 4.280
*
```

Atom-resolved charges from Löwdin, all expressed in e:
1 O -0.15
2 O -0.23
3 C -0.12
4 C -0.04
5 H 0.12
6 H 0.12
7 H 0.09
8 H 0.10
9 H 0.09
10 C -0.10
11 C -0.06
12 H 0.13
13 H 0.11
14 H 0.07
15 H 0.11
16 H 0.08
17 C -0.27
18 C -0.27
19 C -0.06
20 H 0.13
21 H 0.11
22 H 0.08
23 H 0.08
24 H 0.07
25 C -0.07
26 H 0.11
27 H 0.12
28 H 0.08
29 H 0.08
30 H 0.08
31 H 0.08
32 Mn 0.29
33 C -0.29
34 Si 0.42
35 H -0.02
36 H 0.01
37 C -0.18
38 C -0.24
39 C -0.17
40 C -0.32
41 Si 0.38
42 H 0.02
43 H -0.02
44 C -0.19
45 C -0.21
46 C -0.21
47 H 0.01
48 H 0.04
49 H 0.04
50 H 0.03
51 H 0.04
52 H 0.02
53 H -0.02
54 H 0.01
55 H 0.05
56 H 0.03
57 H 0.01
58 H 0.03
59 H 0.04
60 H -0.04
61 H 0.04
62 H 0.04
63 H 0.04
64 H 0.01
65 Se 0.40
66 P 0.35
67 Se 0.43
68 C -0.39
69 C -0.11
70 C -0.07
71 C -0.06
72 C -0.06
73 C -0.07
74 C -0.44
75 C -0.11
76 C -0.06
77 C -0.06
78 C -0.06
79 C -0.08
80 H 0.08
81 H 0.11
82 H 0.11
83 H 0.11
84 H 0.10
85 H 0.12
86 H 0.11
87 H 0.11
88 H 0.11
89 H 0.09